1.
13
Properties=species:S:1:pos:R:3 method="wB97M-V/def2-TZVPD" multiplicity=1 lumo_ev=0.9 gap_ev=9.16 total_charge=0
N 1.6564 -0.9066 -0.0074
N 1.8344 0.4375 0.1536
C 0.6517 1.1027 0.0270
C -0.6674 0.3176 -0.3614
C -1.9770 0.2814 0.3581
N -1.2981 -0.9726 0.0041
H 0.7370 -1.3224 0.3023
H 2.6698 -1.2790 0.0991
H 0.6559 2.1837 -0.4269
H -0.8998 0.7352 -1.4011
H -2.1549 0.6064 1.5310
H -2.7492 0.4011 -0.4865
H -1.6511 -1.4431 -0.8118

---

2.
6
Properties=species:S:1:pos:R:3 method="wB97M-V/def2-TZVPD" multiplicity=1 lumo_ev=3.4 gap_ev=8.11 total_charge=-1
C -0.8398 0.2148 0.4169
N 1.1234 -0.4262 0.2751
N 0.2520 -0.2389 1.1946
N -0.5414 0.3547 -0.8165
N 0.6764 -0.1741 -0.9142
Br -2.6470 0.8217 0.6755

---

3.
78
Properties=species:S:1:pos:R:3 method="wB97M-V/def2-TZVPD" multiplicity=2 lumo_ev="2.4 / 2.4" gap_ev="7.30 / 7.32" total_charge=-1
Fe -0.8311 -0.1711 -0.3153
C 2.5283 -2.4012 1.5651
C 1.3104 -1.5262 1.5605
N 0.6658 -1.3693 0.4521
N 1.2121 -2.1115 -0.5706
C 0.3676 -2.2389 -1.5704
O -0.8078 -1.7758 -1.6245
C 0.8704 -3.0372 -2.7309
C -0.0444 -3.5942 -3.6181
C 0.3970 -4.2955 -4.7305
C 1.7581 -4.4281 -4.9720
C 2.6736 -3.8651 -4.0923
C 2.2333 -3.1778 -2.9713
C 0.8494 -0.9405 2.8433
C 1.7440 -0.5839 3.8548
C 1.2457 -0.0213 5.0176
C -0.1217 0.1478 5.1582
C -0.9331 -0.2527 4.1054
N -0.4589 -0.7729 2.9877
H 3.2319 -2.0658 0.8006
H 3.0113 -2.4287 2.5382
H 2.2434 -3.4165 1.2820
H -1.1001 -3.4602 -3.4198
H -0.3207 -4.7317 -5.4147
H 2.1048 -4.9634 -5.8478
H 3.7356 -3.9546 -4.2857
H 2.9314 -2.7203 -2.2832
H 2.8117 -0.6970 3.7279
H 1.9239 0.2878 5.8035
H -0.5488 0.5815 6.0525
H -2.0137 -0.1467 4.1466
F 0.8775 3.5491 3.1935
C -0.0580 3.1407 2.2992
C 0.1223 1.9454 1.6429
C -0.8238 1.5013 0.7230
C -1.9102 2.3511 0.4397
C -2.0513 3.5407 1.1399
F -3.1009 4.3642 0.8850
C -1.1519 3.9595 2.0941
C -2.7178 1.9367 -0.7107
C -3.7727 2.6283 -1.3025
C -4.3075 2.1499 -2.4828
C -3.7952 0.9960 -3.0559
C -2.7768 0.3383 -2.3943
N -2.2688 0.8002 -1.2571
H 1.0053 1.3742 1.8782
H -1.2766 4.8948 2.6193
H -4.1456 3.5332 -0.8512
H -5.1192 2.6840 -2.9616
H -4.1827 0.6022 -3.9845
H -2.3451 -0.5885 -2.7486
O 0.3354 0.5320 -1.6646
C 1.2371 1.4181 -2.1690
C 2.6418 1.0522 -1.6701
C 2.9745 0.7574 -0.3826
C 4.3404 0.4056 -0.2177
C 5.0253 0.4304 -1.3946
S 4.0103 0.8725 -2.6976
C 0.9186 2.8696 -1.7910
C 1.4978 3.6895 -0.8697
C 0.8198 4.9335 -0.7240
C -0.2548 5.0376 -1.5512
S -0.4496 3.6334 -2.5076
C 1.1895 1.2942 -3.6989
C 0.6008 0.2792 -4.3855
C 0.7466 0.4026 -5.7952
C 1.4391 1.5184 -6.1516
S 1.9125 2.4272 -4.7796
H 2.2454 0.7657 0.4118
H 4.7896 0.1427 0.7307
H 6.0659 0.2043 -1.5637
H 2.3727 3.4063 -0.3041
H 1.1197 5.7075 -0.0314
H -0.9392 5.8656 -1.6486
H 0.0766 -0.5111 -3.8731
H 0.3516 -0.3086 -6.5074
H 1.6856 1.8617 -7.1437
I -2.9474 -1.5277 0.6722

---

Ordered energy above the lowest of the compared OMol25 structures with the same formula, charge and spin results: 430.5 0.0 0.0; unit kJ/mol.